{"formula": "C27H28N3O2PW", "method": "the ωB97M-V functional and the def2-TZVPD basis", "species": ["N", "C", "C", "H", "H", "H", "N", "C", "C", "H", "H", "H", "N", "C", "C", "H", "H", "H", "W", "C", "O", "C", "O", "C", "C", "C", "C", "C", "C", "H", "H", "H", "H", "H", "H", "C", "P", "C", "C", "C", "C", "C", "C", "C", "C", "C", "C", "C", "C", "H", "H", "H", "H", "H", "H", "H", "H", "H", "H", "H", "H", "H"], "positions_angstrom": [[0.479, 2.868, -1.116], [0.945, 3.909, -1.018], [1.574, 5.210, -0.945], [0.794, 5.996, -1.011], [2.304, 5.272, -1.755], [2.116, 5.320, 0.011], [3.279, -1.714, -1.560], [4.218, -2.350, -1.253], [5.369, -3.186, -1.175], [6.094, -2.821, -1.915], [5.066, -4.218, -1.408], [5.809, -3.149, -0.172], [-3.838, 0.884, -1.187], [-3.730, -0.259, -1.086], [-3.708, -1.702, -0.977], [-2.850, -2.028, -0.374], [-3.658, -2.160, -1.964], [-4.616, -2.066, -0.486], [1.177, -1.168, -1.704], [1.138, -2.715, -0.236], [1.447, -3.731, 0.262], [2.343, 0.237, -0.167], [3.172, 0.563, 0.575], [1.347, 0.298, -3.257], [0.041, 0.231, -2.797], [-0.644, -0.990, -2.659], [-0.049, -2.175, -3.106], [1.243, -2.118, -3.637], [1.943, -0.896, -3.676], [1.906, 1.237, -3.255], [-0.454, 1.141, -2.540], [-1.667, -0.996, -2.343], [-0.573, -3.128, -3.026], [1.645, -3.006, -4.106], [2.932, -0.845, -4.098], [1.087, -0.537, 2.774], [0.140, -0.261, 1.228], [-1.472, -0.909, 1.879], [-2.244, -0.135, 2.744], [-3.326, -0.695, 3.397], [-3.617, -2.047, 3.217], [-2.878, -2.824, 2.313], [-1.787, -2.265, 1.643], [-0.234, 1.542, 1.443], [-1.312, 2.029, 0.683], [-1.765, 3.335, 0.827], [-1.115, 4.192, 1.719], [0.048, 3.763, 2.369], [0.523, 2.451, 2.198], [1.188, -1.617, 2.927], [0.512, -0.116, 3.612], [2.087, -0.098, 2.716], [-1.965, 0.901, 2.925], [-3.926, -0.076, 4.045], [-4.427, -2.504, 3.771], [-3.138, -3.873, 2.114], [-1.186, -2.859, 0.919], [-1.772, 1.382, -0.063], [-2.606, 3.666, 0.218], [-1.504, 5.197, 1.894], [0.614, 4.460, 2.999], [1.478, 2.150, 2.649]], "atomic_forces_ev_per_a": [[-0.2, -0.9, -0.1], [0.4, 0.6, -0.2], [-0.1, 0.5, 0.5], [0.6, -0.3, -0.2], [-0.2, 0.3, 0.0], [-0.2, 0.0, -0.4], [1.6, -2.2, 1.2], [-2.2, 1.4, -1.7], [0.6, -0.2, 0.4], [0.0, -0.1, 0.1], [0.1, 0.2, 0.0], [0.1, 0.0, -0.1], [0.7, -0.3, 0.1], [-0.5, 0.6, -0.1], [0.1, -0.6, 0.2], [-0.3, 0.1, -0.3], [-0.1, 0.0, -0.1], [0.1, 0.1, -0.1], [5.6, 1.4, 11.2], [2.0, -6.1, 1.6], [-1.9, 5.1, -1.9], [3.4, 0.6, 1.6], [-3.5, -0.9, -2.9], [1.0, 0.9, -3.0], [-1.1, 1.8, 0.3], [-2.6, -1.3, -2.2], [-2.4, -0.9, -2.4], [-0.4, -1.6, -0.8], [0.6, 2.1, -2.3], [-0.3, -0.2, -0.2], [-0.2, 0.5, 0.5], [-0.3, 0.0, 0.4], [0.1, 0.2, -0.2], [0.4, -0.2, 0.4], [0.3, -0.2, 0.2], [1.1, -0.5, -0.5], [-2.3, 0.9, 2.0], [0.5, -1.1, -1.1], [0.3, 0.5, -0.3], [0.0, -0.4, -0.1], [0.1, -0.1, -0.3], [0.3, -0.2, -0.1], [0.1, 0.4, 0.0], [2.1, 0.4, 0.2], [0.1, -1.0, -0.6], [-0.3, 2.2, 0.8], [-1.1, -0.1, -0.7], [0.0, 0.9, 0.2], [-0.1, -2.3, -0.7], [0.0, 0.1, 0.1], [0.1, -0.1, -0.4], [-0.1, -0.1, 0.2], [-0.3, -0.2, 0.2], [-0.1, 0.0, 0.2], [-0.1, 0.0, -0.1], [0.1, 0.5, 0.3], [-0.6, 0.3, 0.7], [-0.2, 0.2, 0.2], [0.1, 0.0, 0.3], [0.2, -0.3, -0.1], [-0.3, -0.3, -0.2], [-0.5, 0.2, 0.0]], "s2": 2.034, "multiplicity": 3, "de_lowest_kcal_mol": 2.3, "homo_ha": [-0.7365, -0.7366], "charge": 4, "orbital_gap_ev": [4.7, 4.4]}



{"formula": "C27H28N9O2Ti", "method": "the ωB97M-V functional and the def2-TZVPD basis", "species": ["Ti", "C", "C", "C", "C", "C", "N", "C", "C", "C", "C", "C", "C", "C", "N", "C", "C", "C", "N", "C", "C", "N", "C", "C", "C", "N", "H", "H", "H", "H", "H", "H", "H", "H", "H", "H", "H", "H", "H", "H", "H", "H", "H", "H", "N", "C", "N", "O", "H", "H", "H", "H", "N", "C", "O", "C", "C", "C", "N", "C", "C", "H", "H", "H", "H", "H", "H"], "positions_angstrom": [[-0.504, 0.226, 0.386], [5.846, -2.137, 2.523], [4.687, -1.474, 1.816], [4.673, -1.295, 0.437], [3.589, -0.723, -0.198], [2.456, -0.294, 0.501], [1.332, 0.216, -0.153], [1.426, 0.485, -1.546], [2.074, 1.614, -2.035], [2.137, 1.870, -3.391], [1.539, 1.016, -4.323], [1.588, 1.325, -5.802], [0.868, -0.094, -3.839], [0.829, -0.352, -2.474], [0.098, -1.506, -2.017], [0.087, -2.741, -2.529], [-0.763, -3.514, -1.767], [-1.239, -2.643, -0.788], [-0.724, -1.423, -0.940], [2.494, -0.435, 1.893], [3.584, -1.026, 2.522], [1.428, 0.069, 2.746], [1.442, 0.142, 4.083], [0.314, 0.811, 4.498], [-0.357, 1.114, 3.324], [0.306, 0.684, 2.250], [6.741, -2.121, 1.900], [5.624, -3.182, 2.756], [6.084, -1.635, 3.463], [5.528, -1.614, -0.155], [3.601, -0.601, -1.275], [2.537, 2.287, -1.321], [2.655, 2.758, -3.741], [2.597, 1.596, -6.115], [0.937, 2.166, -6.044], [1.267, 0.473, -6.400], [0.359, -0.765, -4.524], [0.692, -2.982, -3.393], [-1.000, -4.558, -1.903], [-1.941, -2.824, 0.007], [3.593, -1.145, 3.600], [2.266, -0.241, 4.663], [0.030, 1.052, 5.510], [-1.288, 1.638, 3.184], [-3.912, -0.395, 2.597], [-2.739, -0.949, 2.323], [-2.231, -1.872, 3.161], [-2.079, -0.641, 1.292], [-4.456, -0.729, 3.375], [-4.390, 0.232, 1.951], [-2.682, -2.116, 4.023], [-1.305, -2.213, 2.989], [-6.243, 1.782, -0.947], [-5.346, 1.669, 0.059], [-5.711, 1.361, 1.197], [-3.919, 1.875, -0.257], [-3.317, 1.500, -1.515], [-1.979, 1.498, -1.635], [-1.123, 1.849, -0.583], [-1.725, 2.448, 0.537], [-3.099, 2.412, 0.716], [-7.215, 1.648, -0.736], [-5.991, 2.198, -1.825], [-3.921, 1.176, -2.354], [-1.492, 1.201, -2.554], [-1.076, 3.013, 1.186], [-3.540, 2.834, 1.612]], "atomic_forces_ev_per_a": [[-1.0, 2.3, 0.2], [0.0, 0.0, -0.1], [0.1, -0.1, 0.0], [0.1, 0.0, -0.1], [0.1, -0.1, -0.1], [-0.3, 0.2, -0.2], [1.1, -0.2, -0.1], [0.1, -0.1, 0.4], [0.2, 0.2, 0.0], [0.1, 0.1, 0.0], [0.0, 0.0, -0.1], [0.0, 0.0, 0.1], [0.0, -0.1, -0.2], [-0.5, -0.5, 0.0], [0.1, 0.5, 0.2], [0.2, -0.2, -0.3], [0.0, -0.1, 0.0], [-0.1, 0.0, 0.0], [0.0, -0.7, -0.7], [-0.4, 0.2, 0.5], [0.0, -0.1, 0.2], [0.3, 0.0, -0.9], [0.3, 0.0, 0.4], [0.0, -0.1, 0.3], [-0.3, 0.4, -0.2], [0.6, -0.5, 1.0], [-0.1, 0.0, 0.0], [0.0, 0.1, 0.0], [0.0, 0.0, 0.0], [-0.1, 0.0, 0.1], [0.0, 0.0, 0.0], [0.0, 0.0, -0.1], [0.0, -0.1, 0.0], [0.0, 0.0, 0.1], [0.0, 0.0, 0.0], [0.0, 0.0, 0.0], [0.0, 0.1, 0.1], [-0.1, 0.0, 0.1], [0.0, 0.2, 0.0], [0.0, 0.0, 0.0], [0.0, 0.0, -0.2], [-0.1, 0.1, -0.1], [0.0, 0.0, -0.1], [0.0, 0.0, 0.0], [0.0, -0.2, 0.2], [0.3, 0.1, -0.3], [-0.1, 0.0, 0.2], [-0.5, -0.3, 0.2], [0.0, 0.0, 0.0], [-0.1, 0.3, -0.1], [0.0, 0.0, 0.0], [0.1, 0.0, 0.0], [0.2, 0.0, -0.1], [-0.3, 0.0, 0.0], [0.2, 0.0, 0.0], [0.4, 0.0, 0.1], [-0.4, 0.0, 0.2], [0.3, 0.6, 0.0], [-0.7, -0.5, -0.1], [1.3, -1.1, -0.3], [-0.8, -0.3, -0.2], [-0.1, 0.0, 0.0], [0.0, 0.0, 0.0], [0.0, 0.0, 0.0], [0.1, 0.0, -0.1], [0.1, 0.2, -0.1], [0.0, -0.1, 0.0]], "homo_ha": [-0.3070, -0.3060], "charge": 1, "orbital_gap_ev": [5.9, 6.0]}



{"formula": "C27H28NOPS2SeSr", "method": "the ωB97M-V functional and the def2-TZVPD basis", "species": ["Sr", "O", "C", "C", "C", "C", "C", "C", "N", "H", "H", "H", "H", "H", "H", "H", "C", "C", "C", "C", "C", "C", "Se", "C", "C", "C", "H", "H", "H", "H", "H", "H", "H", "H", "H", "H", "H", "S", "P", "S", "C", "C", "C", "C", "C", "C", "C", "C", "C", "C", "C", "C", "H", "H", "H", "H", "H", "H", "H", "H", "H", "H"], "positions_angstrom": [[0.495, -0.568, 0.642], [2.781, -1.349, -0.109], [3.318, -2.403, 0.684], [2.651, -2.426, 2.035], [2.403, -3.614, 2.709], [1.869, -3.551, 3.983], [1.617, -2.310, 4.548], [1.884, -1.178, 3.796], [2.376, -1.228, 2.556], [3.268, -0.529, 0.026], [4.395, -2.265, 0.811], [3.145, -3.346, 0.168], [2.596, -4.564, 2.228], [1.644, -4.460, 4.526], [1.208, -2.217, 5.544], [1.699, -0.183, 4.187], [0.558, 7.077, -1.476], [1.055, 5.747, -0.976], [2.334, 5.295, -1.271], [2.811, 4.067, -0.822], [4.210, 3.641, -1.162], [1.974, 3.248, -0.053], [2.590, 1.585, 0.664], [0.681, 3.689, 0.250], [-0.254, 2.821, 1.039], [0.241, 4.925, -0.209], [1.370, 7.664, -1.906], [0.110, 7.662, -0.670], [-0.204, 6.951, -2.249], [2.991, 5.922, -1.866], [4.713, 4.400, -1.762], [4.207, 2.699, -1.712], [4.792, 3.464, -0.255], [-0.564, 1.975, 0.412], [-1.165, 3.363, 1.299], [0.209, 2.436, 1.948], [-0.763, 5.255, 0.044], [-1.768, -2.136, 1.938], [-1.610, -2.737, 0.033], [0.182, -3.446, -0.429], [-1.801, -1.192, -0.975], [-2.652, -0.184, -0.517], [-2.676, 1.055, -1.139], [-1.834, 1.312, -2.211], [-0.995, 0.314, -2.682], [-0.986, -0.939, -2.075], [-2.980, -3.803, -0.473], [-3.003, -4.289, -1.778], [-4.045, -5.101, -2.193], [-5.060, -5.435, -1.304], [-5.032, -4.957, -0.003], [-3.993, -4.137, 0.416], [-3.272, -0.375, 0.350], [-3.330, 1.831, -0.764], [-1.818, 2.293, -2.668], [-0.335, 0.508, -3.517], [-0.318, -1.715, -2.429], [-2.200, -4.041, -2.462], [-4.065, -5.478, -3.207], [-5.871, -6.073, -1.628], [-5.821, -5.221, 0.689], [-3.961, -3.753, 1.428]], "atomic_forces_ev_per_a": [[0.5, 0.4, 0.2], [-0.1, -0.9, -0.3], [-0.2, 0.1, -0.1], [0.3, -0.1, 0.2], [0.0, 0.0, 0.0], [0.0, 0.0, 0.0], [0.1, 0.1, 0.0], [-0.1, 0.0, 0.0], [-0.2, -0.2, 0.0], [0.3, 0.5, 0.0], [0.0, 0.0, 0.0], [0.0, 0.0, -0.1], [0.0, 0.0, 0.0], [0.0, 0.0, 0.0], [0.0, 0.0, 0.0], [0.0, 0.0, 0.0], [0.0, 0.0, 0.0], [0.0, 0.0, 0.0], [0.0, 0.0, 0.0], [0.0, 0.0, 0.0], [0.0, 0.0, 0.0], [0.0, 0.0, 0.0], [0.0, 0.3, 0.1], [0.0, 0.0, 0.0], [-0.3, 0.1, 0.0], [0.0, 0.0, 0.0], [0.0, 0.0, 0.0], [0.0, 0.0, 0.0], [0.0, 0.0, 0.0], [0.0, 0.0, 0.0], [0.0, 0.0, 0.0], [0.0, 0.0, 0.0], [0.0, 0.0, 0.0], [-0.1, -0.1, 0.0], [0.0, 0.0, 0.0], [0.0, 0.0, 0.0], [0.0, 0.0, 0.0], [-0.1, 0.0, 0.0], [-0.1, 0.1, 0.1], [0.0, -0.2, -0.1], [-0.1, -0.1, 0.1], [-0.1, 0.0, 0.0], [-0.1, 0.0, 0.1], [0.0, 0.1, -0.1], [0.0, -0.1, -0.1], [0.0, 0.0, -0.2], [0.0, 0.0, 0.0], [0.0, 0.0, 0.0], [0.0, 0.0, 0.0], [0.0, 0.0, 0.0], [0.0, 0.0, 0.0], [0.0, 0.0, 0.0], [0.0, 0.0, 0.0], [0.0, 0.0, 0.0], [0.0, 0.0, 0.0], [0.0, 0.0, 0.0], [0.0, 0.0, 0.0], [0.0, 0.0, 0.0], [0.0, 0.0, 0.0], [0.0, 0.0, 0.0], [0.0, 0.0, 0.0], [0.0, 0.0, 0.0]], "de_lowest_kcal_mol": 0.0, "homo_ha": -0.2518, "orbital_gap_ev": 7.0}



What are the max |F| values for these records? In order: 12.629; 2.475; 0.979 eV Å⁻¹.
What are the molar mass values for these records? In order: 641.4; 558.4; 644.2 g/mol.
What are the energy values for these records? In order: -1767.087334; -2538.361994; -4745.703024 Ha.